(1)
22
Properties=species:S:1:pos:R:3:forces:R:3 method="wB97M-V/def2-TZVPD" relative_energy_kj_mol=468.5 max_force_ev_per_a=3.51 total_charge=0 gap_ev=9.36 smiles="CCN(C)N.O=C1CN1"
C -1.299 0.830 -1.755 -0.02 -0.27 -0.06
C -1.060 1.110 -0.301 3.40 0.19 0.85
N 0.442 0.470 0.304 -2.08 0.47 -0.50
C 0.749 1.120 1.578 -0.26 0.11 -0.24
N 1.487 0.639 -0.649 -0.55 0.24 0.02
H -0.359 0.773 -2.302 0.05 -0.07 0.03
H -1.873 1.648 -2.196 -0.07 -0.04 0.09
H -1.862 -0.090 -1.890 0.02 -0.08 -0.12
H -0.822 2.170 -0.164 -0.22 0.02 0.00
H -1.893 0.861 0.347 0.39 -0.51 0.29
H 0.920 2.198 1.456 -0.04 0.00 -0.01
H 1.639 0.674 2.022 -0.01 -0.12 -0.14
H -0.083 0.964 2.264 -0.07 0.02 0.01
H 2.247 0.011 -0.394 -0.19 0.00 0.05
H 1.841 1.596 -0.627 0.01 -0.11 0.08
O 1.567 -1.900 1.511 -0.48 1.33 -0.10
C 0.595 -1.635 0.824 -1.13 -2.59 -0.15
C -0.052 -2.170 -0.387 0.16 0.58 -0.42
N -0.822 -1.904 0.856 0.49 1.20 0.20
H 0.134 -3.200 -0.670 0.20 -0.04 0.12
H -0.269 -1.498 -1.207 -0.16 -0.17 -0.09
H -1.227 -2.668 1.380 0.55 -0.16 0.09



(2)
19
Properties=species:S:1:pos:R:3:forces:R:3 method="wB97M-V/def2-TZVPD" relative_energy_kj_mol=122.7 max_force_ev_per_a=0.82 total_charge=-1 gap_ev=6.49
C -0.742 -0.798 -2.280 0.23 0.13 0.57
C -1.642 -0.565 -1.061 0.52 0.02 -0.50
S -2.294 1.128 -1.003 -0.16 0.19 -0.07
C -1.128 1.938 0.118 0.23 -0.21 0.34
H -0.274 -1.783 -2.206 -0.20 -0.13 -0.19
H 0.091 -0.101 -2.181 -0.01 0.10 -0.19
H -1.247 -0.660 -3.236 -0.04 -0.04 -0.01
H -0.988 -0.731 -0.201 -0.30 0.06 0.23
H -2.508 -1.226 -1.056 0.02 -0.11 0.09
H -1.626 2.105 1.075 0.10 0.00 0.02
H -0.258 1.260 0.257 -0.06 0.11 0.07
H -0.758 2.895 -0.250 -0.20 -0.05 -0.27
N 2.061 -1.205 2.328 0.61 0.46 0.30
C 1.970 0.037 1.500 -0.11 -0.03 -0.46
O 1.146 -0.048 0.443 -0.07 -0.06 -0.02
H 2.373 -1.939 1.701 -0.32 -0.08 -0.01
H 1.117 -1.409 2.621 -0.24 -0.31 -0.14
H 1.682 0.842 2.215 -0.01 0.00 0.18
H 3.026 0.259 1.215 0.03 -0.04 0.07



(3)
10
Properties=species:S:1:pos:R:3:forces:R:3 method="wB97M-V/def2-TZVPD" relative_energy_kj_mol=415.4 max_force_ev_per_a=1.95 total_charge=0 gap_ev=10.28 smiles=Nc1ccon1
N 0.890 -1.287 1.074 -0.08 0.01 -0.07
C 0.318 -0.432 0.165 0.01 -0.18 -0.38
C -0.710 0.576 0.480 -0.59 -0.08 -0.98
C -0.752 1.191 -0.761 0.65 0.29 -0.39
O -0.005 0.631 -1.694 0.22 0.52 -0.01
N 0.723 -0.410 -1.080 0.25 0.02 0.52
H 0.871 -0.971 2.034 -0.14 -0.05 -0.22
H 1.771 -1.701 0.796 -0.24 0.10 0.00
H -1.767 0.337 0.007 0.00 -0.36 1.92
H -1.338 2.065 -1.022 -0.08 -0.29 -0.38



(4)
51
Properties=species:S:1:pos:R:3:forces:R:3 method="wB97M-V/def2-TZVPD" relative_energy_kj_mol=171.5 max_force_ev_per_a=1.91 total_charge=0 gap_ev=10.24 smiles=CC(C)O.CC(C)O.CCO.CCO.CCO
C 2.014 1.927 1.267 -0.56 0.19 -0.26
C 1.137 0.845 0.620 -0.04 -0.11 0.43
C 0.937 1.034 -0.863 0.41 -0.01 -0.65
O 1.660 -0.479 0.875 0.00 0.23 0.08
H 1.628 2.210 2.245 0.13 -0.13 0.09
H 1.954 2.816 0.636 0.24 0.06 0.11
H 3.057 1.631 1.381 0.03 -0.05 -0.14
H 0.164 0.848 1.118 0.02 -0.04 -0.07
H 1.871 0.819 -1.398 0.02 0.00 0.10
H 0.676 2.058 -1.136 -0.22 -0.02 0.18
H 0.186 0.354 -1.265 -0.06 0.06 0.12
H 2.610 -0.423 0.715 -0.09 -0.19 -0.04
C -1.796 -1.373 -2.970 0.25 -0.57 -0.77
C -2.487 -0.125 -2.496 0.94 0.96 0.13
C -3.877 0.071 -3.052 -0.51 -0.78 0.99
O -2.543 -0.039 -1.063 -0.20 -0.32 -0.31
H -2.415 -2.276 -2.959 0.01 0.07 0.43
H -0.860 -1.534 -2.431 -0.15 -0.15 0.19
H -1.490 -1.264 -4.017 -0.14 0.17 0.03
H -1.807 0.687 -2.803 -0.36 0.17 -0.13
H -4.408 0.825 -2.470 0.18 0.32 -0.28
H -4.411 -0.856 -2.801 -0.10 0.07 -0.35
H -3.947 0.254 -4.119 0.19 0.09 -0.08
H -1.971 -0.732 -0.709 -0.10 -0.13 0.30
C -1.585 6.800 -0.902 0.26 0.00 -0.78
C -1.170 5.559 -0.147 -0.26 -0.15 0.07
O -1.107 4.428 -1.029 0.12 0.34 -0.06
H -2.647 6.777 -1.141 0.03 0.08 -0.07
H -1.012 6.832 -1.836 -0.20 -0.10 -0.03
H -1.333 7.739 -0.410 -0.15 -0.14 0.42
H -1.925 5.318 0.606 0.32 0.27 0.34
H -0.185 5.733 0.299 -0.10 -0.20 0.20
H -1.499 3.686 -0.567 -0.02 -0.18 -0.07
C 4.503 -3.920 1.735 -0.13 1.00 0.55
C 2.993 -3.919 2.031 1.88 -0.30 -0.22
O 2.341 -4.749 1.095 -0.84 -0.18 0.25
H 4.980 -4.894 1.788 -0.22 -0.15 -0.28
H 5.005 -3.287 2.479 -0.02 -0.06 -0.02
H 4.665 -3.414 0.780 0.18 -0.36 -0.14
H 2.698 -2.865 2.055 -0.61 -0.17 -0.16
H 2.863 -4.354 3.021 -0.45 -0.03 -0.10
H 2.364 -4.397 0.201 0.20 0.28 0.10
C -0.636 -2.581 2.830 0.27 -0.13 1.04
C -0.843 -3.209 1.461 0.07 1.16 0.50
O -0.873 -2.133 0.509 0.02 -0.05 -0.45
H -0.554 -3.240 3.704 -0.11 -0.57 -0.49
H -1.433 -1.899 3.129 0.06 0.26 -0.45
H 0.335 -2.076 2.834 -0.21 0.35 -0.13
H -1.821 -3.676 1.370 0.23 -0.39 -0.01
H 0.012 -3.854 1.260 -0.35 -0.44 -0.20
H -0.018 -1.683 0.541 0.13 -0.02 0.09



(5)
48
Properties=species:S:1:pos:R:3:forces:R:3 method="wB97M-V/def2-TZVPD" relative_energy_kj_mol=8.6 max_force_ev_per_a=2.41 total_charge=0 gap_ev=8.87 smiles="CCC(=O)Nc1ccc(S(=O)(=O)c2ccc(NC(=O)[C@H](I)CC)cc2)cc1"
C 4.113 -2.309 -6.182 -1.00 -0.22 -0.14
C 4.555 -1.048 -5.470 1.00 0.05 0.63
C 3.484 -0.336 -4.691 -2.19 -0.40 -0.48
O 2.317 -0.539 -5.015 0.73 0.66 0.54
N 3.843 0.536 -3.677 0.49 -0.25 0.05
C 2.999 1.322 -2.844 -0.09 -0.17 0.33
C 1.790 1.891 -3.271 0.27 -0.03 -0.43
C 1.011 2.670 -2.438 -0.51 0.03 0.12
C 1.359 2.855 -1.112 0.83 0.22 1.05
S 0.254 3.727 0.056 -0.55 2.08 0.57
O -0.770 4.501 -0.651 0.86 -1.73 -0.16
O 0.982 4.557 1.017 0.12 -1.74 -0.74
C -0.518 2.347 0.927 0.19 0.52 -0.25
C -1.328 1.473 0.212 0.23 0.34 -0.97
C -1.919 0.435 0.890 -0.40 -0.70 -0.53
C -1.749 0.227 2.266 0.18 0.28 -0.44
N -2.373 -0.912 2.769 -0.54 -0.73 0.89
C -2.395 -1.419 4.052 0.52 0.28 0.71
O -1.854 -0.898 5.021 -0.24 -0.15 -1.14
C -3.236 -2.671 4.368 -0.96 0.87 -0.58
I -3.180 -4.304 2.848 0.00 0.98 0.72
C -4.687 -2.188 4.692 -0.28 -0.48 0.39
C -5.594 -3.319 5.218 0.33 0.38 0.32
C -0.973 1.141 2.967 0.09 0.23 0.79
C -0.368 2.181 2.296 0.37 0.83 -0.39
C 2.580 2.330 -0.640 0.42 -0.71 -0.35
C 3.403 1.552 -1.522 -1.86 1.33 0.78
H 4.985 -2.788 -6.600 0.28 -0.04 -0.40
H 3.416 -2.022 -6.977 0.10 -0.41 0.10
H 3.633 -3.095 -5.551 0.21 0.96 -0.18
H 5.372 -1.357 -4.818 0.28 0.42 0.25
H 4.962 -0.307 -6.182 -0.05 -0.36 0.20
H 4.778 0.360 -3.317 -0.32 0.33 -0.07
H 1.430 1.764 -4.277 0.21 -0.23 -0.21
H 0.095 3.118 -2.830 0.24 -0.12 0.18
H -1.461 1.608 -0.895 0.05 -0.22 1.27
H -2.514 -0.286 0.312 0.18 0.30 0.32
H -2.949 -1.395 2.095 0.13 -0.18 0.09
H -2.820 -3.062 5.282 0.31 -0.42 0.01
H -4.655 -1.455 5.539 0.45 -0.24 -0.91
H -5.154 -1.703 3.811 0.31 -0.22 0.46
H -5.183 -3.811 6.110 0.03 0.41 -0.01
H -5.689 -4.112 4.512 -0.27 -0.48 -0.76
H -6.585 -2.928 5.460 0.11 -0.07 -0.02
H -0.800 1.186 4.038 -0.39 -0.80 -0.14
H 0.199 2.898 2.891 -0.02 -0.13 -0.41
H 2.901 2.454 0.425 -0.40 -0.01 -1.14
H 4.294 1.131 -1.114 0.57 -0.26 0.05



(6)
25
Properties=species:S:1:pos:R:3:forces:R:3 method="wB97M-V/def2-TZVPD" relative_energy_kj_mol=506.1 max_force_ev_per_a=0.67 total_charge=+2 gap_ev=8.81
Ba -0.019 -0.429 -0.167 -0.03 0.07 0.09
O -1.969 3.812 -0.424 0.25 -0.52 0.04
H -1.562 4.587 -0.812 0.14 0.24 -0.12
H -2.848 4.100 -0.179 -0.29 0.07 0.09
O -0.913 0.720 4.210 0.12 -0.14 -0.59
H -1.403 1.539 4.280 -0.19 0.24 0.08
H -0.568 0.571 5.091 0.10 -0.13 0.29
O 1.921 2.700 -2.988 -0.24 -0.42 0.38
H 2.428 3.452 -2.681 0.21 0.21 0.07
H 1.562 2.981 -3.830 -0.08 0.06 -0.32
O 2.540 -2.499 -3.537 -0.32 0.25 0.44
H 3.429 -2.164 -3.652 0.29 0.08 -0.06
H 2.438 -3.150 -4.232 -0.08 -0.22 -0.21
O -2.201 -3.880 -2.046 0.33 0.50 0.30
H -2.854 -3.980 -2.738 -0.27 0.00 -0.20
H -1.719 -4.707 -2.049 0.09 -0.31 0.01
O 3.213 2.222 1.714 -0.42 -0.39 -0.26
H 3.147 2.355 2.659 0.03 0.04 0.31
H 3.721 2.970 1.400 0.20 0.20 -0.13
O -4.611 -0.171 0.412 0.59 0.00 -0.10
H -5.218 -0.092 1.148 -0.16 -0.01 0.28
H -5.162 -0.069 -0.365 -0.21 0.01 -0.23
O 1.977 -3.425 2.691 -0.28 0.42 -0.37
H 2.553 -3.072 3.369 0.18 0.07 0.24
H 2.119 -4.371 2.725 0.00 -0.33 -0.02